Record 1
A structure of composition C13H17N2O8PS2W in a non-equilibrium geometry. Source: the Open Molecules 2025 dataset; level of theory: wB97M-V/def2-TZVPD.

Summary:
* charge: +1
* HOMO energy (spin up / spin down): -0.434 / -0.436 Ha
* LUMO (spin up / spin down): -6.447 / -5.939 eV
* multiplicity: 2

Element x y z (Å)
W: -0.12 -1.08 -1.03
O: 1.86 -0.34 -4.59
C: 1.75 -0.68 -3.45
O: 0.43 -0.81 -2.89
C: 2.72 -1.01 -2.42
C: 4.09 -1.14 -2.66
C: 4.81 -1.54 -1.50
C: 4.21 -1.77 -0.24
C: 2.85 -1.62 -0.13
N: 2.17 -1.19 -1.22
C: 1.92 -2.04 1.02
O: 2.14 -2.60 2.05
O: 0.64 -1.97 0.57
H: 4.51 -0.88 -3.63
H: 5.92 -1.44 -1.41
H: 4.91 -2.13 0.53
N: -0.48 -3.19 -1.67
C: -1.83 -3.08 -2.28
C: -2.76 -2.32 -1.29
O: -3.93 -2.60 -1.00
O: -2.06 -1.27 -0.80
H: 0.19 -3.49 -2.43
H: -0.49 -4.02 -0.98
H: -2.24 -4.01 -2.62
H: -1.78 -2.30 -3.09
C: -0.84 3.89 3.74
C: 0.45 3.45 3.06
O: 0.29 3.05 1.67
P: -0.33 1.59 1.39
S: 0.01 1.30 -0.57
S: 0.17 0.32 2.72
O: -1.88 2.06 1.46
C: -2.98 1.37 0.86
C: -4.00 2.46 0.77
H: -0.53 4.10 4.75
H: -1.56 3.07 3.69
H: -1.22 4.83 3.34
H: 0.98 2.63 3.56
H: 1.04 4.35 3.00
H: -3.29 0.62 1.57
H: -2.78 0.97 -0.10
H: -4.10 3.12 1.72
H: -5.05 2.14 0.52
H: -3.81 3.22 -0.01

Record 2
An isolated molecule of C13H17N3O2. Source: the Open Molecules 2025 dataset; level of theory: wB97M-V/def2-TZVPD.

Summary:
* ΔE to the lowest compared entry with this formula, charge and spin: 91.0 kJ/mol
* HOMO energy: -0.339 Ha
* LUMO: 0.511 eV
* multiplicity: 1
* SMILES string: O=C(NC1CCCCC1)/C(=N\O)c1ccccn1

Element x y z (Å)
O: 0.70 0.69 2.28
C: 0.57 0.70 1.07
N: -0.52 0.30 0.40
C: -1.70 -0.21 1.05
C: -2.88 0.75 0.85
C: -3.24 0.90 -0.63
C: -3.08 -0.41 -1.40
C: -3.21 -1.61 -0.46
C: -2.05 -1.62 0.54
C: 1.68 1.21 0.17
N: 1.68 2.33 -0.42
O: 0.53 3.11 -0.26
C: 2.84 0.33 0.03
C: 4.12 0.84 -0.24
C: 5.17 -0.05 -0.33
C: 4.92 -1.41 -0.16
C: 3.62 -1.81 0.09
N: 2.60 -0.97 0.18
H: -0.54 0.38 -0.60
H: -1.44 -0.25 2.12
H: -2.62 1.72 1.27
H: -3.73 0.36 1.41
H: -2.61 1.67 -1.08
H: -4.27 1.25 -0.70
H: -2.11 -0.46 -1.90
H: -3.84 -0.48 -2.19
H: -3.20 -2.54 -1.04
H: -4.16 -1.55 0.06
H: -1.16 -2.05 0.07
H: -2.31 -2.27 1.38
H: 0.73 3.93 -0.72
H: 4.25 1.90 -0.35
H: 6.17 0.30 -0.53
H: 5.72 -2.13 -0.22
H: 3.37 -2.85 0.22

Record 3
An isolated molecule of C13H17N3OS in a non-equilibrium geometry. Source: the Open Molecules 2025 dataset; level of theory: wB97M-V/def2-TZVPD.

Summary:
* ΔE to the lowest compared entry with this formula, charge and spin: 130.5 kJ/mol
* HOMO energy: -0.290 Ha
* LUMO: 0.774 eV
* multiplicity: 1
* SMILES string: COCCn1c(CCc2ccccc2)n[nH]c1=S

Element x y z (Å)
C: -1.31 -2.89 1.30
O: -1.37 -1.96 0.24
C: -2.63 -1.36 0.11
C: -2.58 -0.33 -1.02
N: -1.80 0.82 -0.67
C: -0.58 1.24 -1.14
C: 0.26 0.53 -2.13
C: 1.06 -0.61 -1.46
C: 1.91 -0.05 -0.36
C: 1.43 -0.02 0.95
C: 2.19 0.54 1.96
C: 3.43 1.08 1.68
C: 3.91 1.06 0.38
C: 3.15 0.50 -0.63
N: -0.23 2.36 -0.58
N: -1.22 2.68 0.28
C: -2.22 1.76 0.25
S: -3.62 1.77 1.10
H: -0.29 -3.28 1.32
H: -1.54 -2.41 2.26
H: -2.02 -3.71 1.14
H: -3.39 -2.12 -0.14
H: -2.93 -0.87 1.04
H: -2.16 -0.78 -1.91
H: -3.61 0.01 -1.21
H: 0.95 1.25 -2.56
H: -0.37 0.12 -2.93
H: 0.36 -1.35 -1.05
H: 1.68 -1.09 -2.22
H: 0.47 -0.45 1.17
H: 1.81 0.56 2.97
H: 4.02 1.53 2.47
H: 4.88 1.48 0.16
H: 3.53 0.49 -1.64
H: -1.18 3.51 0.84

no.,calculated total energy (eV)
1,-65898.89913
2,-22321.18312
3,-31109.99939